1.
DFT (ωB97M-V/def2-TZVPD) results for an isolated ion of composition C5H13N2 and charge +1 at a distorted geometry.

XYZ file:
```
20
Properties=species:S:1:pos:R:3:nbo_charge:R:1
C -2.68995 -0.93034 -0.24392 -0.622
C -1.80797 0.15484 0.37669 -0.409
C -0.45568 0.31918 -0.28000 -0.440
C 0.49371 -0.83112 0.09615 -0.227
N 1.77402 -0.29795 0.71806 -0.481
C 2.66111 0.47809 0.15672 0.396
N 2.47246 1.46553 -0.71335 -0.730
H -2.87591 -0.78991 -1.30720 0.213
H -2.37536 -1.96847 -0.09110 0.206
H -3.68934 -0.88646 0.19571 0.232
H -2.36919 1.08243 0.24306 0.225
H -1.85575 -0.01983 1.45161 0.218
H -0.04840 1.25738 0.09925 0.213
H -0.56628 0.43007 -1.36185 0.229
H 0.00881 -1.39537 0.88290 0.235
H 0.94090 -1.53660 -0.59454 0.232
H 2.20736 -0.89386 1.41799 0.428
H 3.61161 0.53211 0.66461 0.219
H 1.58043 1.51511 -1.18077 0.421
H 2.98342 2.31515 -0.53003 0.440
```

Energy relative to the best compared isomer or geometry (same formula, charge and spin)   34.2 kcal/mol
M   101.17 g/mol
Kohn-Sham gap   11.068 eV
Net charge   +1

***

2.
DFT (ωB97M-V/def2-TZVPD) results for B2H28NiO10 as an isolated structure at a distorted geometry.

XYZ file:
```
41
Properties=species:S:1:pos:R:3:nbo_charge:R:1
Ni -0.95393 2.79253 -0.24853 0.986
B -2.61634 1.63850 3.38907 -0.624
H -2.38485 0.60787 3.16896 0.102
H -3.32942 1.92215 2.63059 0.047
H -3.06555 1.77673 4.36033 0.013
H -1.69325 2.17276 3.22562 0.003
B 0.59604 -0.65992 -1.02708 -0.683
H -0.40029 -1.06897 -1.09226 0.011
H 1.34572 -1.33923 -1.40226 0.084
H 0.65657 0.18798 -1.69165 0.048
H 0.88870 -0.39175 -0.02375 0.008
O -4.61685 -4.91761 1.21798 -0.934
H -5.52808 -5.19670 1.30736 0.466
H -4.59123 -4.04937 1.62015 0.468
O -0.12500 5.22063 -3.80457 -0.947
H -0.09874 6.17609 -3.85591 0.473
H 0.09679 4.92663 -4.68809 0.474
O -1.35610 -3.74886 4.88528 -0.936
H -2.20420 -4.04095 5.21944 0.466
H -1.45662 -2.80414 4.76848 0.470
O 5.93719 0.87676 -0.26851 -0.942
H 5.26546 0.32054 -0.66301 0.472
H 6.75776 0.57534 -0.65846 0.471
O 2.60123 3.91025 0.47418 -0.959
H 2.96402 4.72571 0.82008 0.475
H 3.36730 3.37072 0.27853 0.486
O 3.78667 2.08827 4.86633 -0.932
H 3.18930 1.67739 4.24138 0.469
H 3.85566 2.99617 4.57105 0.463
O -1.76101 -4.57847 -2.96504 -0.939
H -2.32057 -4.47008 -2.19604 0.470
H -1.29233 -3.74723 -3.03990 0.469
O -4.02448 2.16919 -2.48264 -0.953
H -4.11050 2.69369 -3.27870 0.474
H -4.77835 1.57963 -2.50105 0.481
O 2.59177 -4.66776 1.25875 -0.940
H 1.81392 -4.47765 1.78320 0.471
H 2.55543 -4.03820 0.53863 0.468
O 1.38848 -0.36622 -6.48318 -0.933
H 1.52540 0.55142 -6.71857 0.462
H 1.52416 -0.39384 -5.53605 0.471
```

Energy relative to the best compared isomer or geometry (same formula, charge and spin)   216.1 kcal/mol
M   268.53 g/mol
Kohn-Sham gap   3.165 eV

***

3.
DFT (ωB97M-V/def2-TZVPD) results for C19H27MoN2O5PSTe as an isolated structure at a distorted geometry.

XYZ file:
```
57
Properties=species:S:1:pos:R:3:nbo_charge:R:1
Mo 1.15570 0.09420 0.19600 1.022
C 3.90600 1.43570 -0.69090 -0.656
C 3.56020 0.27370 -1.56800 0.304
C 4.42180 -0.05750 -2.62140 -0.261
C 4.19500 -1.16880 -3.39240 -0.043
C 3.07050 -1.97270 -3.11510 -0.111
C 2.77970 -3.16260 -3.81400 -0.133
C 1.67380 -3.90630 -3.49640 -0.185
C 0.81350 -3.49350 -2.47240 -0.148
C 1.07700 -2.33900 -1.76810 -0.220
S 0.03590 -1.79660 -0.44420 0.205
C 2.21120 -1.55830 -2.06260 0.228
N 2.46040 -0.44190 -1.30130 -0.528
H 4.73620 1.16490 -0.03240 0.264
H 3.06640 1.78060 -0.06640 0.221
H 4.24520 2.27050 -1.30110 0.259
H 5.27510 0.57390 -2.80910 0.248
H 4.86560 -1.43370 -4.19330 0.247
H 3.45480 -3.48160 -4.59060 0.239
H 1.45690 -4.81970 -4.02680 0.248
H -0.05440 -4.08370 -2.22640 0.245
O 1.27920 3.56230 0.01040 -0.631
C 0.52790 2.91040 -0.70360 0.800
O 0.54870 1.64960 -0.83010 -0.726
C -0.51860 3.67690 -1.54980 -0.159
N -0.19160 5.12400 -1.41720 -0.518
C -1.44880 5.83660 -1.07480 -0.225
C -2.14320 4.82690 -0.17660 -0.423
C -1.92390 3.51590 -0.93440 -0.412
H -0.48530 3.33870 -2.58710 0.257
H 0.28050 5.52560 -2.23080 0.447
H 0.48500 5.13490 -0.61180 0.472
H -2.02190 5.99750 -1.98880 0.227
H -1.24550 6.79600 -0.60110 0.249
H -3.19670 5.04860 -0.03850 0.263
H -1.65520 4.80370 0.79760 0.226
H -2.67100 3.40590 -1.71970 0.239
H -1.98100 2.63960 -0.28600 0.253
C 1.41970 -0.58080 6.00660 -0.637
C 0.74620 0.56240 5.27110 -0.066
O -0.19110 0.07250 4.29540 -0.808
P 0.16330 -0.28640 2.81280 2.132
O -0.18020 0.78260 1.80160 -1.053
Te 2.53830 -0.68580 2.32890 0.005
O -0.75960 -1.50830 2.47080 -0.825
C -0.90090 -2.68200 3.30120 -0.066
C 0.35520 -3.53180 3.30890 -0.643
H 2.04670 -0.16970 6.79180 0.247
H 2.05590 -1.16580 5.33830 0.200
H 0.67830 -1.23610 6.45890 0.230
H 1.48590 1.20030 4.77380 0.190
H 0.14880 1.16510 5.95660 0.222
H -1.73580 -3.21800 2.84700 0.216
H -1.17490 -2.37640 4.31170 0.202
H 0.65140 -3.78990 2.29200 0.220
H 0.15440 -4.45250 3.84890 0.249
H 1.18260 -3.02400 3.80850 0.203
```

Energy relative to the best compared isomer or geometry (same formula, charge and spin)   10.0 kcal/mol
M   650.02 g/mol
Kohn-Sham gap (spin up / spin down)   6.480 / 7.078 eV
Net charge   +2
2S+1   3

***

4.
DFT (ωB97M-V/def2-TZVPD) results for C11H23N3OP2V as an isolated structure at a distorted geometry.

XYZ file:
```
41
Properties=species:S:1:pos:R:3:nbo_charge:R:1
V 0.43811 -0.04964 0.48260 1.039
P 1.58262 0.02055 -1.52967 0.418
P -0.07888 -2.28439 0.24520 0.375
N 0.06488 1.88080 0.16098 -0.631
N -1.35920 0.12458 1.29583 -0.441
H -1.48843 3.28429 0.47111 0.227
H -2.04956 1.62569 2.62218 0.253
H -0.44005 3.03963 1.87793 0.222
C -0.92154 2.52215 1.03051 -0.239
H -2.86433 1.60199 1.06010 0.248
C -1.88504 1.46215 1.54842 -0.271
H 0.60078 3.60543 -0.91785 0.242
H -3.09487 -0.84518 1.98768 0.249
C 0.62567 2.51176 -0.89078 0.081
C -2.11290 -0.97321 1.49579 0.067
C 1.16613 1.73394 -1.90932 -0.651
C -1.66594 -2.21652 1.07293 -0.349
H 1.62397 2.24504 -2.75707 0.271
H -2.27206 -3.09182 1.27099 0.268
H -0.39019 -2.93372 -0.98319 0.101
H 0.58143 -3.31661 0.96340 0.082
H 1.28726 -0.64891 -2.75206 0.088
H 3.00643 0.04385 -1.58405 0.054
H -3.00761 0.13812 -1.01302 0.134
C -2.66018 0.00332 -2.04892 0.111
C -2.82707 -1.43994 -2.46678 -0.612
C -3.42905 0.96282 -2.93502 -0.642
O -1.22720 0.15712 -2.07129 -0.782
H -3.88279 -1.71693 -2.54397 0.237
H -2.35725 -1.57459 -3.44891 0.234
H -2.32846 -2.10723 -1.76095 0.175
H -3.47181 1.97471 -2.51580 0.217
H -3.01976 0.99617 -3.95468 0.234
H -4.46678 0.60091 -3.00449 0.240
H -0.86263 1.09329 -2.05307 0.507
C 4.28482 -0.77153 2.67248 -0.764
C 3.01240 -0.55560 2.03331 0.633
N 1.99079 -0.38100 1.51500 -0.553
H 4.82069 -1.58909 2.16683 0.304
H 4.14614 -1.03925 3.72965 0.311
H 4.89843 0.13902 2.61346 0.312
```

M   326.22 g/mol
Kohn-Sham gap (spin up / spin down)   6.159 / 5.281 eV
Net charge   +2
2S+1   4

***

5.
DFT (ωB97M-V/def2-TZVPD) results for C14H32NO3P2SiSr as an isolated structure at a distorted geometry.

XYZ file:
```
54
Properties=species:S:1:pos:R:3:mulliken_charge:R:1
Sr 0.57325 -0.53404 -0.02354 1.626
P -1.75941 -0.24193 2.07969 0.524
C -3.21240 -0.00120 1.02825 -1.024
C -2.99950 0.42154 -0.31552 0.469
N -1.73701 0.38205 -0.97014 0.187
C -1.62301 1.12373 -2.12744 0.549
C -2.77670 1.74123 -2.61839 -0.540
C -4.05401 1.54524 -2.09701 -0.637
C -4.18897 0.64879 -1.08978 -0.753
C -0.37201 1.53802 -2.90640 -0.946
P 1.04074 0.34422 -2.73895 0.571
H -5.13117 0.33024 -0.64780 0.433
H -2.60370 2.53079 -3.37297 0.334
H -4.96403 2.08296 -2.44883 0.373
H -0.63130 1.69895 -3.96796 0.467
H -0.04755 2.54903 -2.60009 0.512
H -2.22489 -4.32219 -0.89758 0.296
H -3.75224 -0.93029 0.97644 0.470
H 0.39982 -3.74582 -1.92785 0.221
O -2.19607 -4.80787 -0.06100 -0.575
H -2.57325 -5.66082 -0.22323 0.293
H 1.27940 -2.34815 -1.27639 -0.220
O 0.84637 -2.78491 -2.16299 0.063
H 1.58193 -3.08448 -2.68375 0.341
C 0.69740 -0.66151 -4.21060 -1.381
H 0.65092 -0.04089 -5.12397 0.482
H 1.52627 -1.37806 -4.36043 0.343
H -0.27466 -1.17649 -4.12119 0.302
C 2.37785 1.40394 -3.46432 -1.285
H 3.33241 0.90289 -3.21052 0.364
H 2.35801 1.51142 -4.57257 0.366
H 2.42548 2.41895 -3.02038 0.370
C -2.13154 1.33091 2.79671 -1.252
H -3.05073 1.16388 3.31659 0.416
H -1.52258 1.95612 3.41779 0.401
H -2.43425 1.96228 1.98109 0.345
C -2.26950 -1.53498 3.29109 -1.314
H -1.55721 -1.71545 4.10861 0.356
H -3.20774 -1.20657 3.74036 0.413
H -2.43108 -2.50363 2.80500 0.347
C 1.87435 0.50496 3.87017 -0.686
Si 3.13740 0.40331 2.41181 0.276
C 3.59228 2.23141 1.98799 -0.975
C 4.69137 -0.60220 2.96092 -1.016
O 2.45335 -0.35979 1.15400 -1.124
H 2.41518 0.56642 4.83715 0.373
H 1.24508 -0.40363 3.84235 0.065
H 1.24536 1.40576 3.74015 0.119
H 4.39025 2.61336 2.65475 0.318
H 3.94232 2.27938 0.94001 0.248
H 2.69585 2.86521 2.11842 0.250
H 4.35195 -1.58767 3.33243 0.250
H 5.35367 -0.73661 2.08370 0.265
H 5.24826 -0.08785 3.76611 0.327
```

Energy relative to the best compared isomer or geometry (same formula, charge and spin)   132.0 kcal/mol
M   440.07 g/mol
Kohn-Sham gap (spin up / spin down)   7.285 / 4.453 eV
Net charge   +1

***

6.
DFT (ωB97M-V/def2-TZVPD) results for C22H27ClN2O6P2SSc as an isolated structure at a distorted geometry.

XYZ file:
```
62
Properties=species:S:1:pos:R:3:nbo_charge:R:1
Sc 0.02170 -0.68814 -1.42738 1.433
C 2.53472 0.32087 1.46818 -0.919
P 2.21981 0.48946 -0.33296 0.899
C 3.82452 -0.05252 -1.02127 -0.937
C 2.15965 2.30405 -0.51336 -0.348
C 3.31824 3.06521 -0.62739 -0.133
C 3.24162 4.43830 -0.79144 -0.195
C 2.00249 5.05924 -0.84503 -0.185
C 0.84424 4.30992 -0.72384 -0.190
C 0.90686 2.92868 -0.55680 -0.324
P -0.62855 1.94410 -0.31311 0.853
C -1.13957 2.59146 1.33316 -0.922
C -1.86888 2.76913 -1.38622 -0.929
H 3.47332 0.81273 1.71821 0.244
H 2.58854 -0.73781 1.72414 0.254
H 1.72642 0.78229 2.03570 0.233
H 4.65968 0.27981 -0.40767 0.238
H 3.93409 0.31830 -2.03632 0.266
H 3.81160 -1.14304 -1.04746 0.258
H 4.28801 2.58464 -0.60186 0.211
H 4.14692 5.02278 -0.88805 0.230
H 1.93778 6.13034 -0.98398 0.230
H -0.11449 4.81217 -0.77047 0.216
H -1.16324 3.67926 1.30385 0.245
H -0.43034 2.27540 2.09868 0.235
H -2.13198 2.21212 1.58173 0.247
H -2.10414 3.77121 -1.03338 0.237
H -2.78083 2.17023 -1.36881 0.250
H -1.50194 2.80761 -2.40924 0.262
C -2.25408 -0.84080 5.85653 -0.640
C -1.78214 -1.29947 4.50795 0.028
C -1.28284 -0.38682 3.57790 -0.166
C -0.85170 -0.80717 2.33429 -0.186
C -0.91617 -2.15689 2.02017 -0.366
C -1.39322 -3.08813 2.92852 -0.142
C -1.81956 -2.65116 4.16991 -0.206
S -0.51411 -2.69306 0.39511 2.307
O 0.75091 -2.00292 -0.02985 -0.972
O -0.47395 -4.11638 0.33172 -0.887
N -1.57410 -1.96673 -0.58832 -0.982
C -1.72314 -2.68189 -1.79296 0.366
C -2.30472 -3.94125 -1.91160 -0.245
C -2.33064 -4.52715 -3.16052 -0.113
C -1.79487 -3.84866 -4.25317 -0.255
C -1.23321 -2.60944 -4.05005 0.076
N -1.18555 -2.03644 -2.83957 -0.547
H -2.57284 0.19988 5.83622 0.225
H -1.44617 -0.92809 6.58622 0.239
H -3.08345 -1.45408 6.20504 0.232
H -1.24054 0.66293 3.84100 0.213
H -0.46223 -0.11143 1.60248 0.217
H -1.41828 -4.13371 2.64970 0.251
H -2.19475 -3.37064 4.88641 0.231
H -2.71073 -4.42854 -1.03914 0.247
H -2.76058 -5.51155 -3.28793 0.237
H -1.81164 -4.28172 -5.24231 0.242
H -0.80359 -2.04042 -4.86516 0.222
O 2.12339 1.31385 -3.32948 -0.762
Cl 1.11096 0.37783 -3.62015 2.576
O 0.84325 0.24619 -4.98605 -0.732
O 1.44851 -0.91455 -3.01804 -0.822
O -0.11450 0.77061 -2.89242 -0.843
```

M   589.89 g/mol
Kohn-Sham gap   9.174 eV
Net charge   +1

***

7.
DFT (ωB97M-V/def2-TZVPD) results for C20H15N7O3Pd as an isolated structure.

XYZ file:
```
46
Properties=species:S:1:pos:R:3:nbo_charge:R:1
Pd 0.07830 -0.91887 0.16410 1.018
O -1.35743 -4.53705 1.43994 -0.520
C -1.25588 -3.39112 1.06552 0.615
N -0.03961 -2.79167 0.76187 -0.502
C 1.09626 -3.65467 0.93047 -0.307
C 2.38282 -2.94035 0.64582 0.228
C 3.57894 -3.64175 0.74212 -0.236
C 4.76856 -2.98675 0.50222 -0.127
C 4.72677 -1.63753 0.17998 -0.247
C 3.49870 -1.01801 0.10287 0.056
N 2.33372 -1.64488 0.32153 -0.503
C -2.44706 -2.50064 0.88838 0.086
C -3.71178 -2.98484 1.16307 -0.187
C -4.79067 -2.13163 0.98816 -0.141
C -4.55389 -0.84083 0.54910 -0.229
C -3.24898 -0.44313 0.29769 0.058
N -2.21061 -1.25604 0.46296 -0.456
H 0.99504 -4.53475 0.28584 0.247
H 1.11037 -4.05596 1.95001 0.248
H 3.56001 -4.69022 1.00881 0.234
H 5.71135 -3.51227 0.57124 0.236
H 5.62742 -1.06990 -0.00405 0.240
H 3.44308 0.03334 -0.12423 0.199
H -3.82275 -4.00426 1.50290 0.258
H -5.79749 -2.47052 1.19102 0.237
H -5.36432 -0.14151 0.39969 0.236
H -3.02078 0.55370 -0.04600 0.210
O 1.65834 1.11622 -0.78284 -0.142
N 1.92064 1.85291 -1.71298 0.058
C 3.02550 2.85487 -1.56534 0.028
C 3.07234 3.86115 -2.51837 0.184
N 3.10305 4.70151 -3.31373 -0.139
C 3.92224 2.70956 -0.51672 0.174
N 4.64858 2.58531 0.37692 -0.164
O -0.84586 1.25895 -0.21562 -0.660
N -1.36084 2.42989 -0.43469 0.082
C -1.44950 3.32338 0.57418 -0.001
C -1.99447 4.57029 0.36001 -0.207
C -2.45671 4.91727 -0.89977 -0.176
C -2.35431 3.98634 -1.92121 -0.198
C -1.80343 2.74855 -1.67057 -0.010
H -1.06338 2.97030 1.51769 0.243
H -2.04955 5.25974 1.19004 0.248
H -2.88436 5.89247 -1.08200 0.243
H -2.69701 4.20670 -2.92185 0.246
H -1.68139 1.96672 -2.40417 0.242
```

Energy relative to the best compared isomer or geometry (same formula, charge and spin)   21.1 kcal/mol
M   507.81 g/mol
Kohn-Sham gap (spin up / spin down)   8.712 / 5.996 eV
Net charge   +1
2S+1   6

***

8.
DFT (ωB97M-V/def2-TZVPD) results for C15H10AlBCl5F4NO4S2 as an isolated structure.

XYZ file:
```
43
Properties=species:S:1:pos:R:3:nbo_charge:R:1
Al -1.15120 0.45629 0.64324 2.010
Cl 4.48094 -0.93150 5.36174 0.058
C 3.26079 -0.56415 4.20618 -0.111
C 1.91753 -0.58683 4.57332 -0.055
Cl 1.47356 -0.98876 6.18447 0.062
C 0.93219 -0.29291 3.63629 -0.150
Cl -0.74065 -0.33922 4.04611 0.064
C 1.26498 0.03182 2.32334 0.391
O 0.34666 0.30334 1.43067 -0.929
C 2.61989 0.03967 1.96105 -0.136
Cl 3.01203 0.40359 0.32536 0.055
C 3.60814 -0.25245 2.89262 -0.063
Cl 5.26008 -0.23791 2.41936 0.065
C 0.09227 -2.81790 0.98767 -0.644
C -1.37255 -2.70278 0.66319 -0.058
O -1.83798 -1.34211 0.92763 -0.793
H 0.39837 -3.85307 0.83372 0.234
H 0.28305 -2.55460 2.02672 0.219
H 0.69385 -2.19214 0.33389 0.240
H -1.97583 -3.35738 1.29255 0.191
H -1.57357 -2.91807 -0.38814 0.202
H -2.79945 -1.28870 0.91138 0.532
O 0.38226 -1.75547 -2.19221 -0.914
S -0.72314 -0.88628 -2.46213 2.310
O -2.00779 -1.46750 -2.71305 -0.914
N -0.85905 0.24423 -1.25110 -1.032
C -0.57704 1.48994 -1.64488 0.152
S -0.64661 2.68622 -0.49626 -0.047
C -0.24411 1.57553 -3.07876 -0.154
C 0.08962 2.69479 -3.82170 -0.138
C 0.35418 2.52165 -5.17298 -0.191
C 0.28726 1.26066 -5.75992 -0.174
C -0.03878 0.13368 -5.01183 -0.202
C -0.29778 0.32649 -3.67236 -0.227
H 0.13866 3.66683 -3.35091 0.241
H 0.61336 3.37697 -5.78049 0.227
H 0.49261 1.15363 -6.81569 0.227
H -0.08773 -0.84726 -5.46165 0.240
F -2.78242 0.92443 0.93299 -0.727
B -3.07191 2.16580 2.46639 1.447
F -3.52639 1.24434 3.29349 -0.505
F -1.78174 2.48561 2.52199 -0.508
F -3.90658 2.99151 1.87868 -0.496
```

M   623.43 g/mol
Kohn-Sham gap   7.679 eV

***

> Which value of M does entry 5 give?

440.07 g/mol